Entry 1:
Formula: C3H6NOS
Source: OMol25
Level of theory: ωB97M-V with the def2-TZVPD basis set

Geometry as XYZ:
```
12
Properties=species:S:1:pos:R:3:forces:R:3:lowdin_charge:R:1
N -0.819873 1.589624 0.552419 0.376 -0.845 -2.077 0.13
C -1.098289 0.235777 0.673651 -1.491 2.116 3.674 -0.54
O -1.604257 0.022959 1.799812 0.215 -1.581 -1.256 -0.05
C -0.808123 -0.768731 -0.374722 -0.925 -0.246 -0.559 -0.27
C 0.648806 -1.168048 -0.229566 0.806 -0.698 -0.486 -0.77
S 1.741489 -0.004675 -1.144891 -0.025 -0.458 0.298 0.09
H -0.817505 2.077798 1.422637 -0.024 -0.007 0.313 0.08
H -0.168988 1.891738 -0.154006 0.325 -0.124 -0.155 0.04
H -1.437175 -1.671203 -0.322462 -0.138 0.419 0.801 0.11
H -1.105517 -0.341741 -1.342138 0.816 0.018 -0.028 0.10
H 0.743672 -2.256681 -0.469361 0.057 0.747 -0.723 0.05
H 0.884335 -1.257415 0.834432 0.010 0.660 0.199 0.04
```
Forces are in eV/Å.

Values from the calculation:
- SMILES = NC(=O)CC[S-]
- charge = -1
- DFT total energy (Ha) = -646.1407
- HOMO (hartree) = -0.0990
- orbital gap (eV) = 6.829

Entry 2:
Formula: C3H6NOS
Source: OMol25
Level of theory: ωB97M-V with the def2-TZVPD basis set

Geometry as XYZ:
```
12
Properties=species:S:1:pos:R:3:forces:R:3:lowdin_charge:R:1
O 1.081506 -1.557578 -2.485004 -1.155 -0.746 1.567 -0.06
C 0.273745 -1.282139 -1.586497 0.110 3.047 -2.172 -0.34
N 0.619853 -0.531576 -0.455658 -1.796 -3.992 -3.533 -0.02
C -0.450739 0.198018 0.086030 -0.786 1.139 2.191 -0.37
C 0.068854 0.726568 1.471772 -1.267 2.560 -1.337 -0.76
S -0.844368 2.256261 1.857403 -0.572 0.556 0.351 0.04
H -0.921298 -1.170573 -1.897284 2.547 -0.994 1.337 0.17
H 1.565981 -0.264532 -0.470022 0.997 0.697 0.347 0.12
H -1.352614 -0.500665 0.250408 1.410 0.953 0.047 0.13
H -0.866355 1.011806 -0.557592 0.735 -0.303 0.424 0.08
H 1.100895 1.111233 1.659944 -0.370 -1.383 -0.974 0.03
H -0.275461 0.003176 2.126500 0.147 -1.533 1.753 -0.01
```
Forces are in eV/Å.

Values from the calculation:
- SMILES = O=CNCC[S-]
- charge = -1
- DFT total energy (Ha) = -646.0852
- HOMO (hartree) = -0.0900
- orbital gap (eV) = 6.153

Entry 3:
Formula: C3H6NOS2
Source: OMol25
Level of theory: ωB97M-V with the def2-TZVPD basis set

Geometry as XYZ:
```
13
Properties=species:S:1:pos:R:3:forces:R:3:lowdin_charge:R:1
O 1.560442 0.701396 1.123495 0.840 0.607 -0.309 -0.23
N 0.204868 0.813661 0.675505 0.748 -1.537 0.091 -0.22
C -0.585929 -0.296629 1.326889 -0.867 0.537 -1.358 -0.16
C -1.231537 -0.613907 -0.103970 0.388 -0.420 -0.958 -0.22
C -0.031394 0.178073 -0.645922 2.473 -0.358 -1.108 -1.08
S 1.511989 -1.056318 -1.131967 -1.877 1.215 0.440 0.17
S -0.192248 1.405247 -2.062715 1.841 -0.682 0.274 0.52
H 2.128599 0.145412 0.445831 -1.885 0.518 0.603 -0.03
H -1.326638 0.167567 2.054832 1.140 -1.205 -0.411 0.11
H 0.144496 -1.070461 1.598199 -0.661 0.172 0.582 0.09
H -1.193899 -1.633145 -0.679172 -0.469 1.605 1.826 0.10
H -2.203970 -0.081659 -0.195714 0.533 -0.452 -0.191 0.08
H 1.215223 1.340762 -2.405291 -2.203 -0.002 0.519 -0.13
```
Forces are in eV/Å.

Values from the calculation:
- SMILES = ON1CC[C@@]1([S-])S
- charge = -1
- DFT total energy (Ha) = -1044.2120
- HOMO (hartree) = -0.1237
- orbital gap (eV) = 6.862